Entry 1:
ORCA calculation (ωB97M-V/def2-TZVPD) on a structure of composition C17H31F8FeNO4Si2 in a non-equilibrium geometry.

Computed properties:
multiplicity: 6
highest occupied orbital energy (spin up / spin down): -17.0 / -17.0 eV
net charge: +3
lowest unoccupied orbital energy (spin up / spin down): -10.8 / -13.7 eV
Kohn-Sham gap (spin up / spin down): 6.19 / 3.23 eV
⟨S²⟩: 8.777

XYZ file:
```
64
C17H31F8FeNO4Si2 (ωB97M-V/def2-TZVPD)
C 1.0733 -0.8682 3.5303
C 2.0558 0.1971 2.7068
N 1.1196 1.1731 2.0210
Si 1.9702 2.2098 0.8143
C 3.7991 1.7025 0.4659
C 4.3083 2.1471 -1.0628
C 4.9051 0.7999 -1.8285
C 6.2417 0.1729 -1.0875
C 6.5335 -1.4118 -1.5098
C 5.3140 -2.4322 -1.0895
O 4.5128 -1.9959 0.0643
C 3.4843 -3.0688 0.2316
C 1.9343 -2.9277 -0.3316
O 3.7746 -4.2097 0.9091
O 0.9585 2.2191 -0.6643
Si -0.6184 2.8690 -0.1143
C -2.1037 1.7647 -0.6675
C -3.5723 2.5593 -0.5812
O -4.3727 1.8219 0.4087
C -5.7081 1.4680 -0.0982
C -5.6650 0.0747 -0.9655
F -4.3309 -0.5302 -0.7612
F -5.7141 0.4951 -2.4166
C -6.9386 -0.9266 -0.7421
F -7.2660 -1.5392 -2.0695
F -8.1103 -0.0475 -0.4008
C -6.7094 -2.1354 0.3388
F -6.4972 -1.5991 1.7353
F -5.5924 -3.0802 -0.0398
C -8.0492 -3.1288 0.4669
F -9.2728 -2.4122 0.8919
F -8.2261 -3.9887 -0.7423
H 0.2865 -1.4013 2.8115
H 1.7737 -1.7492 3.9158
H 0.5423 -0.3576 4.4614
H 2.7011 0.7918 3.5100
H 2.6999 -0.4578 1.9841
H 0.8010 1.8459 2.7810
H 1.9276 3.6056 1.3123
H 3.9917 0.5343 0.5280
H 4.5375 2.2595 1.2121
H 5.1763 2.9401 -1.0238
H 3.3748 2.6104 -1.6280
H 5.1902 1.1227 -2.9369
H 4.0257 0.0009 -1.8830
H 7.1708 0.8482 -1.3332
H 6.1261 0.1555 0.0974
H 7.4742 -1.7388 -0.8692
H 6.7333 -1.5452 -2.6623
H 5.8222 -3.4640 -0.7800
H 4.5990 -2.6851 -1.9967
H 1.7683 -3.4617 -1.3693
H 1.1765 -3.4420 0.4205
H 1.6483 -1.7888 -0.3980
H -0.8273 4.2001 -0.7057
H -0.6542 3.0515 1.3369
H -1.9580 1.3192 -1.7503
H -2.1415 0.8264 0.0696
H -4.0081 2.5081 -1.6881
H -3.3151 3.6489 -0.2405
H -6.4324 1.4451 0.8277
H -6.0912 2.3234 -0.8342
H -7.7844 -3.8798 1.3543
Fe 0.4272 4.5616 -1.9353
```

Entry 2:
ORCA calculation (ωB97M-V/def2-TZVPD) on the molecule C4H8OS in a non-equilibrium geometry.

Computed properties:
SMILES: C[C@H]1SC[C@@H]1O
energy relative to the best compared isomer or geometry (same formula, charge and spin): 42.9 kcal per mole
highest occupied orbital energy: -8.6 eV
lowest unoccupied orbital energy: 0.8 eV
Kohn-Sham gap: 9.46 eV

XYZ file:
```
14
C4H8OS (ωB97M-V/def2-TZVPD)
C 0.3102 -0.5641 1.7883
C -0.2148 0.3306 0.6977
S 1.0697 1.6369 0.1235
C 0.5983 0.7161 -1.4122
C -0.3078 -0.3137 -0.8700
O -1.4622 -0.5690 -1.5178
H -0.2830 -1.5743 1.7387
H 0.3508 -0.1536 2.8324
H 1.3110 -1.0291 1.4704
H -1.1190 0.7827 1.1587
H 1.5029 0.2437 -1.9232
H -0.0158 1.4253 -1.9366
H 0.2644 -1.1674 -0.7616
H -2.0049 0.2359 -1.3883
```

Entry 3:
ORCA calculation (ωB97M-V/def2-TZVPD) on a structure of composition C4H8N2O.

Computed properties:
energy relative to the best compared isomer or geometry (same formula, charge and spin): 69.3 kcal per mole
highest occupied orbital energy: -9.3 eV
lowest unoccupied orbital energy: 1.0 eV
Kohn-Sham gap: 10.27 eV

XYZ file:
```
15
C4H8N2O (ωB97M-V/def2-TZVPD)
C 0.1502 0.3508 1.9002
C -0.1557 0.9785 0.5161
O 1.1143 1.1091 -0.1895
C 0.7833 -0.0170 -0.8982
N 1.3511 -1.1420 -0.9720
C -0.6799 0.1662 -0.9764
N -1.3624 -1.0497 -1.3032
H 0.5856 -0.6547 1.8504
H -0.7334 0.3115 2.5461
H 0.8989 0.9449 2.4606
H -0.6061 1.9744 0.6526
H 2.2443 -1.1715 -0.4853
H -1.0546 1.0363 -1.5318
H -1.8810 -1.0523 -2.1818
H -0.6547 -1.7845 -1.3879
```

Entry 4:
ORCA calculation (ωB97M-V/def2-TZVPD) on the ion C5H10N with charge +1 in a non-equilibrium geometry.

Computed properties:
SMILES: C[NH2+]C1(C)C=C1
energy relative to the best compared isomer or geometry (same formula, charge and spin): 66.6 kcal per mole
highest occupied orbital energy: -14.8 eV
net charge: +1
lowest unoccupied orbital energy: -3.3 eV
Kohn-Sham gap: 11.50 eV

XYZ file:
```
16
C5H10N (ωB97M-V/def2-TZVPD)
C 1.7865 0.5921 -0.4260
N 0.7613 0.4415 0.6769
C -0.5412 -0.1176 0.1654
C -0.5601 -1.6374 -0.2044
C -1.4611 0.8622 -0.5573
C -1.8361 0.5445 0.6455
H 1.9969 -0.3772 -0.7451
H 1.5392 1.3853 -1.1455
H 2.6605 1.1634 0.0489
H 0.5611 1.3129 1.2091
H 1.1663 -0.2321 1.3908
H -1.2028 -1.7216 -1.1911
H -1.1059 -2.3157 0.5033
H 0.4655 -1.8459 -0.3159
H -1.6376 1.3873 -1.3873
H -2.5923 0.5585 1.3327
```

Entry 5:
ORCA calculation (ωB97M-V/def2-TZVPD) on a cluster of 2 separate species, CH2N5O2S in total in a non-equilibrium geometry.

Computed properties:
energy relative to the best compared isomer or geometry (same formula, charge and spin): 81.1 kcal per mole
highest occupied orbital energy (spin up / spin down): -5.5 / -5.3 eV
net charge: -1
lowest unoccupied orbital energy (spin up / spin down): 1.0 / 3.1 eV
Kohn-Sham gap (spin up / spin down): 6.56 / 8.49 eV

XYZ file:
```
11
CH2N5O2S (ωB97M-V/def2-TZVPD)
C -3.8224 0.6162 0.0166
N -4.5066 -0.4903 -0.2467
N -2.5176 0.5854 -0.2175
N -3.5555 -1.2720 -0.6785
N -2.3799 -0.6400 -0.6607
N 0.6584 -0.1654 -0.1391
O 0.4084 -2.3181 1.2313
O 1.4274 -2.4196 -1.0240
S 0.3415 -1.9012 -0.1751
H -0.1849 0.2997 0.1739
H 0.8620 0.1337 -1.0855
```

Entry 6:
ORCA calculation (ωB97M-V/def2-TZVPD) on the molecule C6H14O2S in a non-equilibrium geometry.

Computed properties:
SMILES: CC(C)(O)[C@](C)(O)CS
energy relative to the best compared isomer or geometry (same formula, charge and spin): 0.0 kcal per mole
highest occupied orbital energy: -8.7 eV
lowest unoccupied orbital energy: 0.7 eV
Kohn-Sham gap: 9.40 eV

XYZ file:
```
23
C6H14O2S (ωB97M-V/def2-TZVPD)
C -0.8642 0.0657 1.9047
C -0.7891 0.2655 0.3640
C -1.5867 -0.8335 -0.4471
O -1.3082 1.4519 -0.0505
C 0.7403 0.3258 -0.0979
C 1.3494 -1.0177 0.2832
O 1.4601 1.3577 0.6150
C 0.8905 0.5890 -1.5560
S 2.5596 1.0207 -2.0439
H -1.3741 -0.8544 2.0404
H -1.4630 0.8607 2.2249
H 0.1486 0.1897 2.1206
H -1.5762 -0.4559 -1.5684
H -2.5756 -0.9909 -0.0507
H -1.1366 -1.8103 -0.5413
H -2.1240 1.5002 0.3403
H 1.3506 -1.1392 1.4208
H 0.9275 -1.9424 -0.1289
H 2.3780 -1.0840 0.0841
H 1.0322 2.1225 0.7862
H 0.5434 -0.2230 -2.0747
H 0.3182 1.4708 -1.7613
H 2.7693 0.1113 -2.9842
```